<A>
{
  "formula": "C5H10N",
  "method": "ωB97M-V/def2-TZVPD",
  "symbols": ["C", "C", "C", "C", "C", "N", "H", "H", "H", "H", "H", "H", "H", "H", "H", "H"],
  "positions_angstrom": [[-3.7653, 0.1566, 0.0324], [-3.1982, -1.0514, -0.1156], [-2.4139, 0.1213, -0.3774], [1.4672, 0.3634, -0.2675], [2.7025, -0.3745, 1.7491], [2.4965, 0.0580, 0.4054], [-4.5667, 0.7847, 0.3382], [-3.4517, -2.1200, -0.1181], [-1.9765, 1.0975, -3.2269], [-1.2236, 1.3876, -3.4399], [0.3808, 0.3836, 0.1506], [1.6218, 0.8147, -1.2591], [3.3100, 0.3692, 2.1934], [1.8499, -0.8419, 2.1576], [3.2955, -1.3452, 1.7553], [3.4716, 0.1963, 0.0227]],
  "charge": 1,
  "homo_ev": -12.27
}

<B>
{
  "formula": "C5H10N",
  "method": "ωB97M-V/def2-TZVPD",
  "symbols": ["C", "C", "C", "C", "C", "N", "H", "H", "H", "H", "H", "H", "H", "H", "H", "H"],
  "positions_angstrom": [[-1.4939, 0.8903, -0.3009], [-2.2361, -0.0431, 0.1552], [1.2115, 0.2710, -0.0788], [-3.7557, -0.2208, 0.1067], [3.6189, -0.1764, -0.1360], [2.3802, 0.3045, 0.4356], [-1.6871, -0.8608, 0.8733], [1.0488, -0.2311, -1.0121], [-0.8344, 1.3698, -0.9603], [-4.0238, -0.2436, 1.1786], [-4.0702, -1.1394, -0.1976], [-4.0486, 0.5789, -0.6203], [3.5904, -1.2314, 0.2829], [3.3789, -0.3631, -1.1631], [4.5653, 0.5155, 0.0578], [2.3559, 0.5798, 1.3791]],
  "charge": 1,
  "homo_ev": [-12.87, -12.88]
}

<C>
{
  "formula": "C5H10N",
  "method": "ωB97M-V/def2-TZVPD",
  "symbols": ["C", "C", "N", "C", "C", "C", "H", "H", "H", "H", "H", "H", "H", "H", "H", "H"],
  "positions_angstrom": [[2.3185, 0.7301, -0.5593], [1.4859, 0.6132, 0.7096], [0.3874, 0.0814, 0.9235], [-0.7928, -0.4727, 0.1358], [-1.3146, -1.8101, 0.2933], [-1.5603, 0.6690, -0.3557], [3.2301, 1.3662, -0.3390], [1.5893, 1.2625, -1.2033], [2.6546, -0.1606, -1.0310], [1.8232, 1.2069, 1.6401], [-1.1528, -2.4974, -0.4599], [-0.7864, -2.3254, 1.1265], [-2.3491, -1.6620, 0.6532], [-2.4148, 1.0052, 0.2283], [-0.9659, 1.5919, -0.5171], [-2.1522, 0.4018, -1.2450]],
  "charge": 1,
  "homo_ev": -15.21,
  "smiles": "CC=[N+]=C(C)C"
}

Most stable of them? <C>.

<A>
{
  "formula": "O2",
  "method": "ωB97M-V/def2-TZVPD",
  "symbols": ["O", "O"],
  "positions_angstrom": [[-0.1378, -0.8877, 0.3045], [0.1378, 0.8877, -0.3045]],
  "homo_ev": -13.00
}

<B>
{
  "formula": "O2",
  "method": "ωB97M-V/def2-TZVPD",
  "symbols": ["O", "O"],
  "positions_angstrom": [[0.0000, 0.0000, 0.6810], [0.0000, 0.0000, -0.6810]],
  "homo_ev": -11.16,
  "smiles": "O=O"
}

Most stable of them? <B>.

<A>
{
  "formula": "C5H11N2O",
  "method": "ωB97M-V/def2-TZVPD",
  "symbols": ["C", "C", "C", "C", "C", "N", "N", "O", "H", "H", "H", "H", "H", "H", "H", "H", "H", "H", "H"],
  "positions_angstrom": [[1.1771, 0.8420, -0.6816], [1.8851, -0.1647, 0.1362], [-0.2332, 0.8596, -0.2425], [-0.7815, -0.5159, -0.2566], [-2.2701, -0.8152, -0.2797], [1.2267, -1.4678, 0.3187], [-0.5488, 1.0469, 1.1564], [-0.1020, -1.5922, 0.0562], [1.6749, 1.8641, -0.5915], [1.2756, 0.5285, -1.7558], [2.9587, -0.2736, -0.2050], [1.9871, 0.1680, 1.1843], [-1.0474, 1.4886, -0.8477], [-2.5964, -0.1898, -1.2305], [-2.7162, -0.4515, 0.5699], [-2.4857, -1.8965, -0.4892], [1.7627, -2.2229, 0.0481], [0.2732, 1.4097, 1.6461], [-1.4398, 1.3827, 1.4642]],
  "charge": 1,
  "homo_ev": [-10.71, -13.60],
  "multiplicity": 3
}

<B>
{
  "formula": "C5H11N2O",
  "method": "ωB97M-V/def2-TZVPD",
  "symbols": ["C", "C", "C", "C", "C", "N", "N", "O", "H", "H", "H", "H", "H", "H", "H", "H", "H", "H", "H"],
  "positions_angstrom": [[0.6089, -0.8895, 0.9494], [-2.5464, -0.5567, -0.0419], [-1.3106, -0.1308, -0.7241], [1.1723, 0.0965, 0.0264], [2.5685, -0.1852, -0.6390], [0.0486, -0.7310, -0.4607], [-1.8780, 0.7685, 0.2608], [0.8684, 1.3976, 0.1317], [1.2097, -1.7064, 1.3059], [0.0479, -0.4769, 1.6957], [-3.5313, -0.4630, -0.6104], [-2.5594, -1.2345, 0.8375], [-1.3527, 0.2351, -1.8130], [2.9688, 0.6059, -1.2819], [2.5927, -1.2966, -0.9762], [3.2406, -0.0239, 0.2520], [-2.2683, 1.6491, -0.1257], [-1.5715, 0.8993, 1.1858], [1.6921, 2.0427, 0.0275]],
  "charge": 1,
  "homo_ev": [-7.00, -16.58],
  "multiplicity": 3
}

<C>
{
  "formula": "C5H11N2O",
  "method": "ωB97M-V/def2-TZVPD",
  "symbols": ["C", "C", "C", "C", "C", "N", "N", "O", "H", "H", "H", "H", "H", "H", "H", "H", "H", "H", "H"],
  "positions_angstrom": [[1.2866, -0.6694, -1.0396], [2.1042, 0.7828, 0.3574], [0.5772, 1.1624, 0.1646], [-0.4273, -0.9419, 0.9158], [-1.1715, 0.1744, -1.2014], [2.2948, -0.1170, -0.6700], [-0.0313, -0.0732, -0.2063], [-2.3948, 0.3937, -0.4822], [1.0210, -1.4555, -1.7333], [2.8419, 1.5484, 0.2996], [2.3339, 0.1718, 1.2103], [0.1869, 1.5659, 1.1090], [0.6702, 2.0055, -0.5171], [-1.3988, -0.4886, 1.3135], [-0.6203, -2.0270, 0.7391], [0.3384, -0.8436, 1.7748], [-1.0182, 1.0688, -1.8382], [-1.1217, -0.7468, -1.7770], [-2.2770, 1.0907, 0.1480]],
  "charge": 1,
  "homo_ev": [-10.44, -15.70],
  "multiplicity": 3
}

Most stable of them? <A>.

<A>
{
  "formula": "C3H6ClNS",
  "method": "ωB97M-V/def2-TZVPD",
  "symbols": ["C", "N", "C", "Cl", "S", "C", "H", "H", "H", "H", "H", "H"],
  "positions_angstrom": [[-0.0420, 1.8751, -1.0617], [0.0375, 0.6773, -0.3141], [-0.8111, -0.2519, -0.4183], [-2.1596, -0.2811, -1.5077], [-0.6183, -1.9914, 0.5146], [0.7700, -1.7898, 1.5757], [-0.6347, 1.8946, -2.0141], [0.8422, 2.2724, -1.3819], [-0.4445, 2.7744, -0.5150], [1.0346, -0.6575, 1.3637], [1.5293, -2.4946, 1.1911], [0.4966, -2.0275, 2.5676]],
  "homo_ev": -8.99,
  "smiles": "C/N=C(\\Cl)SC"
}

<B>
{
  "formula": "C3H6ClNS",
  "method": "ωB97M-V/def2-TZVPD",
  "symbols": ["N", "C", "C", "S", "C", "Cl", "H", "H", "H", "H", "H", "H"],
  "positions_angstrom": [[1.7929, 0.0994, 0.4714], [0.4099, 0.3272, 0.6121], [-0.5694, -0.5602, -0.1256], [-2.0353, -1.0407, 0.7846], [-0.3643, 0.8952, -0.5389], [0.5168, 1.3030, -2.0612], [2.0051, -0.3856, -0.3834], [2.2594, -0.3742, 1.1935], [0.0556, 0.5385, 1.5968], [-0.1778, -1.2673, -0.8258], [-2.8095, -1.1861, -0.3002], [-1.0837, 1.6507, -0.4234]],
  "homo_ev": -9.14,
  "smiles": "N[C@@H]1[C@@H](S)[C@@H]1Cl"
}

Most stable of them? <B>.

<A>
{
  "formula": "CH3NO2",
  "method": "ωB97M-V/def2-TZVPD",
  "symbols": ["C", "N", "O", "O", "H", "H", "H"],
  "positions_angstrom": [[0.9104, -0.0270, -0.0045], [-0.6277, -0.6174, -0.0890], [-2.6617, 0.1356, -0.0142], [-1.4235, 0.3349, 0.0197], [1.5022, -0.6012, -0.6299], [1.0332, 0.9686, -0.3636], [1.2672, -0.1935, 1.0815]],
  "homo_ev": [-10.49, -10.44]
}

<B>
{
  "formula": "CH3NO2",
  "method": "ωB97M-V/def2-TZVPD",
  "symbols": ["C", "N", "O", "O", "H", "H", "H"],
  "positions_angstrom": [[0.1437, -0.1877, -0.6099], [0.0302, 0.1551, 0.7618], [0.8199, -0.0875, 1.6336], [-1.3744, 0.6406, 1.0462], [-0.8499, 0.1354, -0.9380], [0.9595, 0.5535, -0.9961], [0.2709, -1.2093, -0.8976]],
  "homo_ev": [-10.54, -10.54],
  "smiles": "C[N+](=O)[O-]"
}

Most stable of them? <B>.

<A>
{
  "formula": "CH4ClO2P",
  "method": "ωB97M-V/def2-TZVPD",
  "symbols": ["O", "P", "O", "C", "Cl", "H", "H", "H", "H"],
  "positions_angstrom": [[1.5729, -1.7393, 0.2163], [-0.0118, -1.5104, 0.2788], [0.1040, 0.1360, 0.1669], [-1.0704, 0.9473, 0.1959], [-1.9062, 0.7765, -1.3728], [1.8487, -1.1892, -0.4391], [-0.3698, -1.4022, -1.1752], [-1.7542, 0.4764, 0.9094], [-0.8435, 2.0928, 0.3109]],
  "homo_ev": -9.52,
  "smiles": "OPOCCl"
}

<B>
{
  "formula": "CH4ClO2P",
  "method": "ωB97M-V/def2-TZVPD",
  "symbols": ["O", "P", "Cl", "H", "H", "C", "O", "H", "H"],
  "positions_angstrom": [[-1.3743, -1.7121, -0.7746], [-0.6550, -1.2721, 0.5805], [-2.0097, 0.0269, 1.3512], [-1.2053, -1.1836, -1.4816], [-1.1033, -2.3052, 1.2423], [1.6410, 1.5994, -0.1478], [1.2986, 0.6436, -0.7863], [0.7548, 2.2678, 0.0757], [2.6533, 1.9353, -0.0593]],
  "homo_ev": -9.10,
  "smiles": "OPCl.C=O"
}

Most stable of them? <A>.

<A>
{
  "formula": "C6H11N4",
  "method": "ωB97M-V/def2-TZVPD",
  "symbols": ["C", "C", "C", "C", "C", "C", "N", "N", "N", "N", "H", "H", "H", "H", "H", "H", "H", "H", "H", "H", "H"],
  "positions_angstrom": [[2.7743, 0.3635, -0.7340], [1.4671, 0.3676, -1.1368], [2.8674, 0.2146, 0.6393], [-0.5247, -0.1516, 0.4324], [-2.7640, -0.4912, 0.5937], [-1.4853, 0.0598, -1.6362], [0.7192, 0.2051, 0.0775], [1.6123, 0.1328, 1.1326], [-1.6188, -0.1558, -0.2376], [1.1421, 0.1366, 2.3298], [3.5360, 0.4756, -1.3840], [1.0088, 0.5541, -2.1209], [3.7026, 0.1302, 1.2188], [-0.6919, -0.1984, 1.5811], [-3.4088, -0.9977, -0.1229], [-2.5343, -1.1309, 1.3534], [-3.1893, 0.5039, 1.0721], [-0.8424, 1.0382, -1.9272], [-1.0244, -0.9063, -2.1611], [-2.5080, 0.0029, -2.0190], [1.7621, -0.1532, 3.0489]],
  "charge": 1,
  "homo_ev": -11.46
}

<B>
{
  "formula": "C6H11N4",
  "method": "ωB97M-V/def2-TZVPD",
  "symbols": ["C", "C", "C", "C", "C", "C", "N", "N", "N", "N", "H", "H", "H", "H", "H", "H", "H", "H", "H", "H", "H"],
  "positions_angstrom": [[1.4682, 0.6090, 0.1809], [-2.3004, -0.6579, -0.2480], [2.8179, 0.6844, -0.1686], [-1.0295, 1.3138, -0.1211], [-2.9325, -1.9019, 0.1014], [3.7917, -0.1308, 0.5629], [0.4999, 1.2161, -0.3605], [-2.1250, -0.2178, -1.4360], [-1.6507, 0.2629, 0.6876], [-1.5021, 0.9300, -1.4677], [1.3865, 0.0437, 1.0516], [3.0539, 1.2740, -0.9766], [-1.1474, 2.3938, 0.2067], [-2.6926, -2.1375, 1.0729], [-2.6716, -2.5739, -0.7594], [-4.0107, -1.7764, 0.0146], [3.3211, -0.2964, 1.5897], [4.7183, 0.4462, 0.7194], [3.8829, -1.0563, -0.0203], [-1.6625, 0.2529, 1.7660], [-1.2152, 1.3221, -2.3955]],
  "charge": 1,
  "homo_ev": [-11.84, -13.15]
}

<C>
{
  "formula": "C6H11N4",
  "method": "ωB97M-V/def2-TZVPD",
  "symbols": ["C", "N", "C", "N", "C", "C", "N", "C", "N", "C", "H", "H", "H", "H", "H", "H", "H", "H", "H", "H", "H"],
  "positions_angstrom": [[2.5536, 0.6168, 0.0416], [1.1168, 0.4267, 0.0755], [0.3600, 1.4778, 0.1339], [-0.9745, 1.6129, 0.0717], [-1.7942, 0.6585, -0.6896], [-1.3817, -0.7483, -1.0814], [-0.6662, -1.3159, 0.0499], [-1.3008, -0.6278, 1.1960], [-1.9831, 0.5345, 0.7318], [0.7394, -1.0189, -0.0202], [2.9581, 1.3827, -0.4989], [2.9175, -0.2575, -0.2938], [2.8236, 0.6498, 1.0294], [0.7932, 2.4029, 0.1879], [-2.6797, 1.0929, -1.1155], [-2.1895, -1.4479, -1.2805], [-0.9442, -0.7159, -2.1021], [-1.8709, -1.4331, 1.6136], [-0.6407, -0.3896, 2.0431], [1.1817, -1.3549, 0.9064], [0.9816, -1.5456, -0.9988]],
  "charge": 1,
  "homo_ev": -14.01,
  "smiles": "C[N+]1=CN2[C@H]3CN(CN32)C1"
}

Most stable of them? <B>.

<A>
{
  "formula": "C6H12O3",
  "method": "ωB97M-V/def2-TZVPD",
  "symbols": ["C", "C", "C", "C", "C", "C", "O", "O", "O", "H", "H", "H", "H", "H", "H", "H", "H", "H", "H", "H", "H"],
  "positions_angstrom": [[1.2558, -1.5330, 0.2002], [-0.3667, 0.3804, 0.2625], [-0.7553, -0.7973, -0.3134], [2.4849, -0.7007, -0.0090], [0.2003, 1.5369, -0.4845], [-2.8166, 0.7182, 0.0875], [-2.9567, 1.7931, -0.7700], [1.1126, -2.1042, 1.4482], [-3.7757, 0.3022, 0.6898], [-3.8919, 2.0862, -0.7247], [1.3862, -1.4776, 2.1302], [1.1001, -2.3006, -0.5519], [-0.3206, 0.4235, 1.3469], [-1.2589, -1.5517, 0.2753], [-0.8203, -0.8665, -1.3925], [3.3884, -1.3192, 0.0846], [2.4907, -0.2580, -1.0055], [2.5671, 0.1028, 0.7291], [0.3137, 1.3195, -1.5474], [1.1531, 1.8664, -0.0633], [-0.4902, 2.3797, -0.3921]],
  "homo_ev": [-7.11, -6.36]
}

<B>
{
  "formula": "C6H12O3",
  "method": "ωB97M-V/def2-TZVPD",
  "symbols": ["C", "C", "O", "C", "C", "O", "C", "C", "O", "H", "H", "H", "H", "H", "H", "H", "H", "H", "H", "H", "H"],
  "positions_angstrom": [[-0.2408, -1.1072, -1.6777], [0.8274, -0.6231, -0.7052], [1.6836, -1.7110, -0.4503], [0.2781, -0.0381, 0.6515], [-1.0734, -0.6047, 1.0731], [1.2470, -0.3098, 1.6632], [0.2496, 1.4844, 0.5541], [-0.6522, 2.2296, -0.3167], [-0.8371, 2.1958, 1.0654], [0.2554, -1.4723, -2.5713], [-0.7981, -1.9269, -1.2452], [-0.9130, -0.3082, -1.9533], [1.4096, 0.1849, -1.1871], [2.2842, -1.4479, 0.2664], [-0.9971, -1.6851, 1.2021], [-1.8412, -0.3886, 0.3374], [-1.3639, -0.1462, 2.0178], [0.9911, -1.1287, 2.1262], [1.2221, 1.9209, 0.7800], [-1.3951, 1.7004, -0.9015], [-0.3361, 3.1820, -0.7287]],
  "homo_ev": -10.01,
  "smiles": "C[C@H](O)[C@@](C)(O)[C@H]1CO1"
}

Most stable of them? <B>.